(1)
A cluster of 2 separate species, C4HF3 in total, computed with ωB97M-V with the def2-TZVPD basis set.

Last column: Löwdin charge in e.
Atoms and positions in Å:
1 F 2.68218 0.70330 0.06624  0.153
2 C 2.32848 -0.48090 -0.08569  -0.152
3 C 1.92652 -1.59209 0.17003  -0.156
4 F 1.52848 -2.76406 0.01953  0.151
5 C -1.38014 0.00532 -1.55375  0.077
6 C -1.52498 -0.67132 -0.58029  -0.247
7 F -1.64088 -1.35058 0.52045  0.102
8 H -1.12133 0.58198 -2.50340  0.072

Cartesian forces (eV/Å) of the 2 atoms listed first:
0.811 2.469 0.076
-1.238 -3.447 0.645

Computed properties:
Kohn-Sham gap (eV): 10.66
E_LUMO (eV): 0.5
HOMO level (Ha): -0.3718
SMILES: FC#CF.C#CF

---

(2)
A cluster of 2 separate species, C4HF4I in total, computed with ωB97M-V with the def2-TZVPD basis set.

Last column: Löwdin charge in e.
Atoms and positions in Å:
1 C 0.26514 -1.08928 0.48566  0.137
2 C -0.12234 0.08888 1.10292  -0.240
3 C -0.41598 -0.65039 -0.80229  -0.472
4 C -0.78479 0.60536 -0.00958  -0.116
5 F 0.05659 0.55340 2.31174  0.143
6 F 0.37563 -0.47180 -1.87325  0.105
7 F -1.44665 -1.40907 -1.21944  0.114
8 F -1.44879 1.69229 -0.30406  0.140
9 I 2.72598 2.65141 -0.46518  0.074
10 H 0.79519 -1.97080 0.77346  0.115

Cartesian forces (eV/Å) of the 2 atoms listed first:
-0.007 -0.003 -0.099
-0.295 0.196 -0.455

Computed properties:
Kohn-Sham gap (spin up / spin down) (eV): 10.06 / 4.80
E_LUMO (spin up / spin down) (eV): -0.4 / -3.4
HOMO level (spin up / spin down) (Ha): -0.3833 / -0.3019

---

(3)
A cluster of 2 separate species, C4HF9NO in total, computed with ωB97M-V with the def2-TZVPD basis set.

Last column: Löwdin charge in e.
Atoms and positions in Å:
1 C -0.06019 0.01512 0.01270  -0.087
2 C -0.02814 0.13490 -1.52282  -0.514
3 C -1.05393 0.90688 0.54555  -0.584
4 C -0.25091 -1.38337 0.50722  -0.601
5 N 1.87655 0.44804 0.99109  -0.044
6 O 2.36404 1.58465 0.98306  -0.162
7 F 0.69233 1.22509 -2.01302  0.079
8 F 0.53244 -0.95752 -2.08043  0.114
9 F -1.27974 0.22594 -2.06757  0.099
10 F -2.43494 0.53028 0.21291  0.010
11 F -0.94231 2.19071 0.18451  0.142
12 F -1.01854 0.89842 1.86092  0.144
13 F 0.85827 -2.17386 0.47138  0.097
14 F -1.05767 -2.03033 -0.35127  0.116
15 F -0.75835 -1.49372 1.73875  0.150
16 H 2.56110 -0.12124 0.52703  0.042

Cartesian forces (eV/Å) of the 2 atoms listed first:
0.392 -0.034 -2.550
0.162 -0.220 1.097

Computed properties:
Kohn-Sham gap (spin up / spin down) (eV): 7.73 / 7.74
E_LUMO (spin up / spin down) (eV): 4.0 / 4.0
HOMO level (spin up / spin down) (Ha): -0.1364 / -0.1366
Net charge: -1

---

(4)
A structure of composition C4HGaO2, computed with ωB97M-V with the def2-TZVPD basis set.

Last column: Löwdin charge in e.
Atoms and positions in Å:
1 O 1.72650 1.22397 1.09328  0.226
2 C -1.33443 -0.49373 0.03016  0.537
3 C -0.28003 0.17288 0.03091  0.039
4 C 0.94234 0.89580 -0.00068  -0.176
5 C 1.10565 1.73548 -1.00679  0.119
6 O 1.26680 2.30831 -2.05094  0.018
7 Ga 0.89715 3.70099 -2.84715  1.071
8 H 2.62350 1.39593 0.78146  0.165

Cartesian forces (eV/Å) of the 2 atoms listed first:
-1.654 -1.596 -1.654
2.755 1.719 -0.008

Computed properties:
Kohn-Sham gap (spin up / spin down) (eV): 4.84 / 6.96
E_LUMO (spin up / spin down) (eV): -14.3 / -12.8
HOMO level (spin up / spin down) (Ha): -0.7043 / -0.7268
Net charge: +2

---

(5)
A structure of composition C4HLi2O2, computed with ωB97M-V with the def2-TZVPD basis set.

Last column: Löwdin charge in e.
Atoms and positions in Å:
1 C 0.80110 0.76863 0.89940  -0.151
2 C 1.99011 0.39512 0.43615  -0.236
3 O 3.03045 0.08476 0.02427  0.164
4 H 0.81502 1.27213 1.87181  0.118
5 O -2.61190 -0.23550 -0.64210  -0.220
6 C -1.50676 0.23437 -0.31777  -0.441
7 C -0.40623 0.53667 0.15601  -0.174
8 Li -2.51551 -1.96894 -1.33520  0.498
9 Li 0.40372 -1.08726 -1.09259  0.441

Cartesian forces (eV/Å) of the 2 atoms listed first:
0.516 0.191 -0.032
-0.701 0.726 0.628

Computed properties:
2S+1: 2
Kohn-Sham gap (spin up / spin down) (eV): 4.45 / 7.47
E_LUMO (spin up / spin down) (eV): -0.3 / -0.1
HOMO level (spin up / spin down) (Ha): -0.1754 / -0.2795

---

(6)
A structure of composition C4HLiNaO2, computed with ωB97M-V with the def2-TZVPD basis set.

Last column: Löwdin charge in e.
Atoms and positions in Å:
1 O -0.40836 -1.92439 -1.93144  -0.055
2 Li 1.51631 -0.54617 -1.11820  0.553
3 H -0.77479 -1.84743 -2.82328  0.113
4 C -1.21924 -1.41659 -1.02294  -0.246
5 C -1.26787 -0.63484 -0.08094  -0.110
6 C -0.81691 0.38145 0.74065  -0.108
7 C -0.19840 1.24714 1.36859  -0.373
8 O 0.37371 2.08426 2.07314  -0.147
9 Na 2.79555 2.65657 2.79442  0.374

Cartesian forces (eV/Å) of the 2 atoms listed first:
1.161 -0.990 -1.653
-0.705 -0.011 0.330

Computed properties:
2S+1: 2
Kohn-Sham gap (spin up / spin down) (eV): 2.85 / 6.45
E_LUMO (spin up / spin down) (eV): -1.2 / -0.4
HOMO level (spin up / spin down) (Ha): -0.1493 / -0.2535

---

(7)
A structure of composition C4HLiO4Sc, computed with ωB97M-V with the def2-TZVPD basis set.

Last column: Löwdin charge in e.
Atoms and positions in Å:
1 O -1.68593 -2.44660 -0.54923  -0.026
2 C -2.76217 -2.55669 -0.88103  0.131
3 C 1.20990 0.00353 -0.90079  -0.006
4 C 2.12936 0.32522 -0.06576  0.326
5 H 3.00545 -0.05333 0.44255  0.134
6 Li 0.24919 -1.88829 0.07814  0.817
7 O 0.76185 1.99770 0.84640  0.272
8 C -0.03240 1.14992 0.41331  -0.903
9 O -0.88966 0.42659 0.96840  0.066
10 O 0.15004 0.92681 -0.90306  0.018
11 Sc -2.13561 2.11513 0.55107  2.169

Cartesian forces (eV/Å) of the 2 atoms listed first:
0.762 0.212 0.244
-0.525 -0.175 -0.187

Computed properties:
Kohn-Sham gap (spin up / spin down) (eV): 4.88 / 4.90
E_LUMO (spin up / spin down) (eV): -18.1 / -18.1
HOMO level (spin up / spin down) (Ha): -0.8436 / -0.8440
Net charge: +3

---

(8)
A structure of composition C4HLiO4Sn, computed with ωB97M-V with the def2-TZVPD basis set.

Last column: Löwdin charge in e.
Atoms and positions in Å:
1 O -1.11249 2.83538 0.41391  -0.025
2 C -0.62574 3.81359 0.12020  0.114
3 C -0.88560 -0.58673 -0.78327  -0.104
4 C -0.88507 -1.82043 -0.35148  0.236
5 H -1.53709 -2.50943 0.17016  0.130
6 Li -1.71914 0.83252 0.74062  0.779
7 O 0.99389 -2.04511 0.02060  0.161
8 C 1.07787 -0.79925 0.10283  -0.988
9 O 1.41978 0.03197 0.96537  -0.064
10 O 0.48940 -0.24653 -0.97686  -0.160
11 Sn 2.78418 0.49403 -0.42208  1.921

Cartesian forces (eV/Å) of the 2 atoms listed first:
-0.125 -0.475 0.114
0.056 0.295 -0.063

Computed properties:
Kohn-Sham gap (eV): 7.03
E_LUMO (eV): -11.3
HOMO level (Ha): -0.6740
Net charge: +2

---

(9)
A structure of composition C4HN2O4S, computed with ωB97M-V with the def2-TZVPD basis set.

Last column: Löwdin charge in e.
Atoms and positions in Å:
1 C -1.81227 0.16499 -0.76807  -0.406
2 C 0.52422 1.21018 0.06153  -0.469
3 C 1.78193 0.35006 -0.11447  -0.538
4 C -0.90830 -0.87492 -0.57941  -0.249
5 N -2.61903 0.94901 -1.07055  0.113
6 N 1.60995 -0.82383 0.53065  -0.092
7 O 0.11146 2.11346 -0.62150  0.140
8 O 2.77758 0.71646 -0.70221  0.069
9 O -0.19599 -1.77572 2.00016  -0.306
10 O -0.09089 0.72868 1.21066  -0.133
11 S 0.07500 -0.89898 0.87970  0.818
12 H -1.25364 -1.85940 -0.82651  0.052

Cartesian forces (eV/Å) of the 2 atoms listed first:
-1.682 0.457 -0.391
0.104 2.361 -1.458

Computed properties:
Kohn-Sham gap (eV): 8.35
E_LUMO (eV): 3.5
HOMO level (Ha): -0.1793
Net charge: -1

---

(10)
A structure of composition C4HNO, computed with ωB97M-V with the def2-TZVPD basis set.

Last column: Löwdin charge in e.
Atoms and positions in Å:
1 O 1.38230 0.14757 -0.00763  0.083
2 C 0.10284 -0.19553 -0.25360  -0.025
3 C -0.86957 0.24404 0.61591  -0.103
4 C -1.93281 0.44840 1.16039  0.188
5 C 1.83292 -0.43275 -1.12193  -0.373
6 N 2.32035 -0.87570 -2.07245  0.182
7 H -2.83602 0.66396 1.67932  0.048

Cartesian forces (eV/Å) of the 2 atoms listed first:
-0.576 -0.555 -0.844
-0.982 -0.069 0.179

Computed properties:
Kohn-Sham gap (eV): 7.96
E_LUMO (eV): -1.6
HOMO level (Ha): -0.3528

---

(11)
The molecule C4HNO, computed with ωB97M-V with the def2-TZVPD basis set.

Last column: Löwdin charge in e.
Atoms and positions in Å:
1 N 2.94273 -0.27376 0.67709  0.162
2 C 1.93427 0.04885 0.27658  -0.304
3 C 0.87052 0.68265 -0.43199  0.083
4 C -0.15081 0.16896 0.00394  0.067
5 C -1.51742 -0.14966 0.21677  -0.254
6 O -1.92461 -1.01278 0.94898  0.102
7 H -2.12568 0.53220 -0.41300  0.144

Cartesian forces (eV/Å) of the 2 atoms listed first:
2.017 -1.213 1.363
-0.112 2.163 -2.193

Computed properties:
Kohn-Sham gap (eV): 9.94
E_LUMO (eV): -1.4
HOMO level (Ha): -0.4151
SMILES: N#CC#CC=O

---

(12)
The molecule C4HNO, computed with ωB97M-V with the def2-TZVPD basis set.

Last column: Löwdin charge in e.
Atoms and positions in Å:
1 C 1.64014 0.74830 -0.21332  0.134
2 C 0.45422 0.97462 -0.23729  -0.233
3 N -0.88484 1.13552 -0.23876  0.031
4 C -1.59187 0.10201 0.02582  -0.042
5 C -1.14340 -1.18441 0.30543  -0.129
6 O -1.21548 -2.30976 0.55432  0.208
7 H 2.68985 0.56118 -0.19498  0.030

Cartesian forces (eV/Å) of the 2 atoms listed first:
-0.531 0.236 -0.044
0.631 -0.105 0.014

Computed properties:
Kohn-Sham gap (eV): 7.90
E_LUMO (eV): -1.6
HOMO level (Ha): -0.3504
SMILES: C#CN=C=C=O

---

ΔE to the lowest compared entry with this formula, charge and spin, record by record: 2.125, 1.783, 0.000, 1.291, 0.000, 2.378, 5.407, 0.304, 2.125, 3.637, 1.675, 2.251 eV
Strongest force on any atom, record by record: 3.7, 1.0, 3.3, 11.6, 1.4, 3.0, 5.8, 8.0, 2.8, 2.2, 3.1, 1.1 eV/A